# C3H4HgO2

A molecular structure, C3H4HgO2 (ωB97M-V with the def2-TZVPD basis set, OMol25).

Properties
ΔE to the lowest compared entry with this formula, charge and spin ... 75.7 kcal per mole
LUMO energy (spin up / spin down) ... -6.49 / -6.54 eV
HOMO energy (spin up / spin down) ... -13.4 / -14.6 eV
Expectation value of S² ... 0.75
Charge ... +1
HOMO-LUMO gap (spin up / spin down) ... 6.89 / 8.04 eV
Multiplicity ... 2

Atoms and positions in Å:
H 2.390 0.668 -0.619
O 0.241 0.847 0.796
O -0.187 -1.209 0.532
C -0.508 0.824 -0.389
C -1.127 -0.532 -0.363
C 0.633 -0.377 1.084
H -0.997 1.761 -0.637
H -2.133 -0.583 0.080
H -1.129 -1.064 -1.324
Hg 2.818 -0.335 0.841

Here are the Löwdin charges for atoms 1 to 2, given in e: 0.021, -0.096



# C5H9NO

C5H9NO in the gas phase (ωB97M-V with the def2-TZVPD basis set, OMol25).

Properties
ΔE to the lowest compared entry with this formula, charge and spin ... 26.6 kcal per mole
LUMO energy ... 0.86 eV
HOMO energy ... -10.6 eV
Charge ... 0
HOMO-LUMO gap ... 11.48 eV

Atoms and positions in Å:
C 1.434 -0.831 1.329
C 0.667 -0.273 0.126
C 1.171 1.058 -0.246
N 1.522 2.117 -0.556
C -0.850 -0.195 0.354
C -1.620 0.333 -0.888
O -0.872 0.290 -2.090
H 1.051 -1.826 1.579
H 1.321 -0.190 2.209
H 2.501 -0.920 1.104
H 0.838 -0.911 -0.748
H -1.191 -1.204 0.611
H -1.055 0.444 1.224
H -1.969 1.348 -0.664
H -2.497 -0.299 -1.052
H -0.385 1.123 -2.172

Here are the Löwdin charges for atoms 1 to 2, given in e: -0.062, -0.371



# CH4NOP

CH4NOP in the gas phase (ωB97M-V with the def2-TZVPD basis set, OMol25).

Properties
ΔE to the lowest compared entry with this formula, charge and spin ... 91.7 kcal per mole
LUMO energy ... -0.20 eV
HOMO energy ... -9.3 eV
Charge ... 0
HOMO-LUMO gap ... 9.07 eV

Atoms and positions in Å:
H 2.494 -1.145 -2.014
P 1.240 -1.006 -2.517
N 0.822 -0.569 -0.994
O -0.461 -0.070 -0.940
C -0.699 0.489 0.439
H -0.661 -0.343 1.316
H -1.742 0.908 0.265
H -0.053 1.215 0.813

Here are the Löwdin charges for atoms 1 to 2, given in e: -0.188, 0.788



# C20H72N4O14

A molecular structure, C20H72N4O14 (ωB97M-V with the def2-TZVPD basis set, OMol25).

Properties
LUMO energy ... -0.27 eV
HOMO energy ... -7.3 eV
Charge ... 0
HOMO-LUMO gap ... 7.07 eV

Atoms and positions in Å:
C -1.798 3.990 -2.058
C -2.005 2.656 -2.800
O -0.702 1.987 -2.912
H -1.022 4.637 -2.467
H -1.502 3.889 -1.014
H -2.712 4.584 -2.033
H -2.426 2.852 -3.786
H -2.739 2.110 -2.207
H -0.882 1.044 -2.911
C 1.289 0.665 -1.129
C 0.037 0.842 -0.253
O -0.135 -0.114 0.712
H 1.140 -0.204 -1.769
H 2.206 0.583 -0.547
H 1.384 1.539 -1.774
H -0.859 0.897 -0.870
H 0.228 1.826 0.175
H -0.298 -0.969 0.308
O 1.711 0.066 1.696
H 1.794 1.020 1.704
H 0.929 -0.102 1.170
O 1.191 2.382 1.583
H 0.847 1.771 2.234
H 0.439 2.925 1.345
O 2.925 2.281 0.133
H 2.247 2.025 0.759
H 2.485 2.889 -0.461
O -0.868 0.037 -2.580
H -0.519 -0.180 -3.444
H -1.267 -0.776 -2.271
O 2.333 3.560 -1.241
H 1.685 3.381 -1.923
H 2.025 4.364 -0.823
O 0.918 3.243 -2.879
H 0.135 2.704 -2.765
H 1.544 2.666 -3.316
O -0.504 -2.174 0.053
H -1.216 -2.199 0.693
H 0.111 -2.844 0.352
O -1.624 -1.703 -1.769
H -2.182 -2.453 -1.974
H -1.120 -1.980 -1.004
C 2.749 -0.936 -3.616
C 3.005 -2.173 -2.750
C 3.054 -1.754 -1.221
O 4.232 -0.993 -0.951
C 4.402 -0.744 0.479
N 1.914 -3.034 -3.036
H 1.708 -0.619 -3.682
H 2.971 -1.269 -4.630
H 3.332 -0.048 -3.368
H 3.949 -2.610 -3.077
H 2.932 -2.615 -0.564
H 2.203 -1.126 -0.958
H 5.253 -0.117 0.746
H 4.535 -1.681 1.021
H 3.575 -0.202 0.937
H 2.043 -3.982 -2.711
H 1.120 -2.702 -2.507
C 0.819 4.784 2.681
C -0.653 4.890 2.945
C -1.365 3.583 2.444
O -0.924 3.145 1.171
C -1.739 2.151 0.629
N -0.697 5.012 4.376
H 1.253 3.811 2.911
H 1.385 5.651 3.022
H 1.044 4.832 1.616
H -1.034 5.765 2.420
H -2.424 3.837 2.490
H -1.135 2.772 3.135
H -1.560 1.305 1.293
H -1.252 1.866 -0.304
H -2.723 2.585 0.455
H -0.546 4.164 4.904
H 0.082 5.620 4.586
C -4.432 -1.582 3.133
C -4.982 -1.305 1.746
C -3.996 -1.032 0.601
O -3.038 0.036 0.934
C -1.879 -0.023 0.136
N -5.769 -2.484 1.428
H -5.250 -1.682 3.846
H -3.789 -0.799 3.535
H -3.778 -2.450 3.051
H -5.638 -0.440 1.840
H -4.610 -0.621 -0.200
H -3.490 -1.944 0.285
H -2.006 0.296 -0.899
H -1.494 -1.037 0.037
H -1.098 0.517 0.673
H -6.338 -2.330 0.608
H -6.548 -2.540 2.068
C 1.591 -6.032 1.220
C 0.909 -5.212 0.093
C 1.407 -3.780 0.093
O 0.966 -3.038 1.262
C 1.650 -1.810 1.331
N 1.165 -5.876 -1.168
H 1.171 -7.034 1.311
H 1.479 -5.622 2.223
H 2.660 -6.184 1.069
H -0.162 -5.223 0.294
H 1.056 -3.204 -0.763
H 2.495 -3.845 0.065
H 1.419 -1.073 0.561
H 2.735 -1.912 1.360
H 1.468 -1.293 2.273
H 0.876 -6.833 -1.026
H 0.520 -5.492 -1.843

Here are the Löwdin charges for atoms 1 to 2, given in e: -0.055, -0.154



# C5H7Cl

2 unconnected molecules or ions with the total composition C5H7Cl (ωB97M-V with the def2-TZVPD basis set, OMol25).

Properties
ΔE to the lowest compared entry with this formula, charge and spin ... 86.0 kcal per mole
LUMO energy ... 1.06 eV
HOMO energy ... -9.4 eV
Charge ... 0
HOMO-LUMO gap ... 10.44 eV

Atoms and positions in Å:
C 0.161 -1.286 -0.286
C 1.207 -0.536 0.517
C 0.168 0.176 -0.313
C 1.625 -1.472 -0.576
C -1.058 0.778 0.301
Cl 2.303 -3.040 -0.404
H -0.647 -1.862 -0.088
H 1.190 -0.620 1.592
H 0.469 0.735 -1.144
H 2.170 -0.869 -1.856
H -1.615 0.014 0.916
H -1.603 1.337 -0.546
H -0.723 1.617 0.980

Here are the Löwdin charges for atoms 1 to 2, given in e: -0.201, -0.121



# C2H11N4

3 unconnected molecules or ions with the total composition C2H11N4 (ωB97M-V with the def2-TZVPD basis set, OMol25).

Properties
ΔE to the lowest compared entry with this formula, charge and spin ... 146.2 kcal per mole
LUMO energy (spin up / spin down) ... -4.87 / -3.13 eV
HOMO energy (spin up / spin down) ... -11.1 / -12.6 eV
Charge ... +1
HOMO-LUMO gap (spin up / spin down) ... 6.24 / 9.47 eV

Atoms and positions in Å:
C -0.290 1.565 -0.419
C 0.212 0.184 -0.361
N -0.468 -0.889 -0.121
N 3.445 -0.369 0.484
N 2.937 -0.413 -0.700
N -3.055 -0.678 0.264
H -1.438 1.748 -0.380
H 0.048 2.079 -1.360
H 0.189 2.125 0.471
H -1.626 -1.020 0.234
H 0.041 -1.802 -0.062
H 3.767 0.310 1.180
H 3.649 -1.356 0.781
H 2.850 0.368 -1.319
H -3.289 0.164 -0.132
H -3.651 -1.492 0.205
H -3.322 -0.524 1.236

Here are the Löwdin charges for atoms 1 to 2, given in e: -0.109, -0.123



# C10H21Cl3LiO7

A molecular structure, C10H21Cl3LiO7 (ωB97M-V with the def2-TZVPD basis set, OMol25).

Properties
LUMO energy ... 2.61 eV
HOMO energy ... -4.1 eV
Charge ... -1
HOMO-LUMO gap ... 6.72 eV

Atoms and positions in Å:
Li 0.732 1.279 0.015
C 1.963 0.362 -2.865
O 1.615 1.114 -1.732
H 1.484 -0.617 -2.845
H 1.693 0.819 -3.817
H 3.023 0.109 -2.891
Cl 1.042 3.663 1.853
O 2.046 3.323 0.923
O 0.246 2.453 1.973
O 1.566 4.027 3.152
O 0.181 4.674 1.261
C 0.167 -2.266 2.462
C 0.444 -2.910 1.057
C 0.113 -1.744 0.171
O 0.177 -0.558 0.861
C -0.301 -0.841 2.244
H 1.129 -2.276 2.974
H -0.547 -2.822 3.070
H -0.216 -3.745 0.820
H 1.456 -3.271 0.876
H -0.903 -1.926 -0.178
H 0.658 -1.706 -0.772
H -1.364 -0.603 2.282
H 0.180 -0.149 2.936
C -3.510 -0.212 -2.138
C -3.814 -0.160 -0.666
C -2.933 0.938 -0.056
O -1.705 0.663 -0.760
C -1.988 0.082 -2.048
H -3.992 0.627 -2.641
H -3.721 -1.156 -2.639
H -3.712 -1.094 -0.113
H -4.856 0.082 -0.454
H -2.785 0.877 1.022
H -3.412 1.884 -0.310
H -1.526 -0.885 -2.244
H -1.625 0.790 -2.794
C 4.532 0.330 0.350
Cl 5.128 -0.915 -0.731
Cl 4.869 -0.052 2.078
H 4.998 1.278 0.080
H 3.467 0.531 0.232

Here are the Löwdin charges for atoms 1 to 2, given in e: 0.644, -0.374



# C3H7N2S

2 unconnected molecules or ions with the total composition C3H7N2S (ωB97M-V with the def2-TZVPD basis set, OMol25).

Properties
ΔE to the lowest compared entry with this formula, charge and spin ... 83.0 kcal per mole
LUMO energy ... -3.87 eV
HOMO energy ... -13.6 eV
Charge ... +1
HOMO-LUMO gap ... 9.68 eV

Atoms and positions in Å:
C -1.348 -0.372 -0.104
C 1.249 0.609 -0.768
C 0.692 -0.275 0.200
N -1.565 -1.651 0.189
N 0.743 1.124 0.481
S -1.940 1.132 -0.301
H 2.403 0.753 -0.787
H 0.815 1.017 -1.710
H 1.212 -1.050 0.860
H -0.865 -2.350 -0.042
H -2.532 -1.941 0.110
H 1.295 1.535 1.217
H -0.161 1.467 0.655

Here are the Löwdin charges for atoms 1 to 2, given in e: -0.651, -0.091



Which of these has the lowest charge?
C10H21Cl3LiO7